(1)
Density functional theory data (ωB97M-V/def2-TZVPD) for a structure of composition C14H29BGeN6O2S2SeTi in a non-equilibrium geometry.

CARTESIAN COORDINATES (ANGSTROEM)
Ti 0.600 -0.746 -1.225
C 1.282 3.495 -0.645
N 1.821 2.186 -0.337
C 2.380 1.772 0.861
C 2.781 0.494 0.704
N 2.493 0.102 -0.599
B 3.282 -1.047 -1.393
N 2.211 -1.911 -2.175
C 2.193 -2.192 -3.538
C 1.388 -3.253 -3.738
N 0.902 -3.654 -2.507
C -0.123 -4.649 -2.267
C 1.412 -2.840 -1.565
S 1.032 -2.782 0.096
C 1.894 1.165 -1.217
S 1.316 1.109 -2.810
H 1.583 4.193 0.131
H 0.194 3.460 -0.703
H 1.670 3.832 -1.604
H 2.450 2.425 1.713
H 3.286 -0.163 1.389
H 3.809 -1.727 -0.567
H 3.996 -0.520 -2.191
H 2.777 -1.629 -4.243
H 1.107 -3.754 -4.648
H -0.142 -5.349 -3.097
H -1.096 -4.162 -2.188
H 0.091 -5.183 -1.345
N -1.994 1.162 -1.986
N -2.349 0.175 -2.913
C -1.694 -1.036 -3.003
O -1.950 -1.839 -3.864
O -0.824 -1.279 -2.012
H -2.843 1.557 -1.602
H -1.472 1.898 -2.447
H -2.885 0.439 -3.724
C 0.591 1.518 4.066
Ge -1.301 1.526 3.527
C -2.163 -0.132 4.129
C -2.252 3.115 4.182
C -1.269 1.587 1.506
Se -0.469 -0.114 0.919
C -2.144 -1.062 0.649
H 0.670 1.258 5.121
H 1.052 2.497 3.929
H 1.143 0.775 3.490
H -2.121 -0.170 5.218
H -1.639 -1.005 3.742
H -3.212 -0.177 3.837
H -2.220 3.132 5.271
H -3.296 3.094 3.872
H -1.793 4.030 3.811
H -0.621 2.396 1.172
H -2.240 1.689 1.026
H -2.749 -0.973 1.545
H -1.892 -2.101 0.458
H -2.653 -0.633 -0.209

E_HOMO (spin up / spin down) = -0.3991 / -0.4253 hartree
2S+1 = 2
DFT total energy = -195346.6216 eV
charge = +1

Here are the Löwdin charges for atoms 1 to 6, given in e: atom 1 (Ti): 0.43, atom 2 (C): -0.01, atom 3 (N): -0.10, atom 4 (C): -0.04, atom 5 (C): -0.06, atom 6 (N): -0.13

---

(2)
Density functional theory data (ωB97M-V/def2-TZVPD) for a cluster of 4 separate species, C14H29Br6N2 in total in a non-equilibrium geometry.

CARTESIAN COORDINATES (ANGSTROEM)
C 0.775 -2.607 -1.649
C 0.371 -1.793 -2.628
C -0.125 -0.387 -2.516
C 0.948 0.663 -2.811
C 1.802 0.627 -1.530
C 0.751 0.342 -0.435
N -0.554 0.038 -1.140
N -1.444 1.157 -1.179
C -2.858 0.787 -0.952
C -3.348 -0.379 -1.788
H 1.337 -3.502 -1.867
H 0.505 -2.420 -0.617
H 0.423 -2.142 -3.652
H -0.945 -0.286 -3.226
H 1.453 0.430 -3.740
H 0.420 1.611 -2.858
H 2.501 -0.197 -1.581
H 2.284 1.590 -1.439
H 1.056 -0.533 0.124
H 0.690 1.205 0.219
H -0.934 -0.765 -0.625
H -1.185 1.755 -0.405
H -3.067 0.663 0.113
H -3.424 1.669 -1.245
H -2.707 -1.258 -1.717
H -4.343 -0.680 -1.482
H -3.393 -0.090 -2.836
Br 7.373 1.967 -2.258
C 5.768 2.772 -1.518
C 5.591 2.434 -0.062
Br 4.995 0.596 0.189
H 4.939 2.427 -2.127
H 5.890 3.845 -1.644
H 4.820 3.057 0.385
H 6.511 2.537 0.503
Br 2.212 -3.081 2.362
C 0.597 -3.323 3.419
C -0.569 -3.704 2.551
Br -1.207 -2.165 1.533
H 0.432 -2.394 3.954
H 0.815 -4.118 4.127
H -1.419 -4.029 3.146
H -0.318 -4.469 1.824
Br -4.992 -0.118 2.094
C -4.233 0.793 3.637
C -4.200 2.285 3.444
Br -2.774 2.825 2.226
H -3.243 0.375 3.790
H -4.872 0.529 4.475
H -3.979 2.786 4.382
H -5.124 2.674 3.031

E_HOMO = -0.4432 hartree
DFT total energy = -438216.4895 eV
charge = +1

Here are the Löwdin charges for atoms 1 to 6, given in e: atom 1 (C): 0.05, atom 2 (C): -0.10, atom 3 (C): -0.27, atom 4 (C): -0.10, atom 5 (C): -0.15, atom 6 (C): -0.08

---

(3)
Density functional theory data (ωB97M-V/def2-TZVPD) for a cluster of 2 separate species, C14H29ClN3O3 in total in a non-equilibrium geometry.

CARTESIAN COORDINATES (ANGSTROEM)
C -5.006 -2.426 -0.749
C -3.769 -1.579 -0.427
N -2.638 -2.476 -0.247
N -1.408 -1.805 -0.005
C -0.500 -1.752 -1.205
N -0.744 -0.422 -1.773
C -0.420 -0.172 -2.974
C 0.611 -0.878 -3.815
C -1.099 0.994 -3.647
C -0.964 -2.928 -2.150
O -0.617 -4.060 -1.806
O -1.668 -2.606 -3.128
C 0.917 -1.929 -0.565
Cl 2.080 -2.951 -1.501
C 1.567 -0.573 -0.211
C 3.070 -0.696 0.112
H -5.053 -2.656 -1.813
H -4.896 -3.385 -0.235
H -5.931 -1.948 -0.424
H -3.977 -1.058 0.527
H -3.565 -0.860 -1.216
H -2.801 -3.056 0.566
H -1.608 -0.828 0.200
H 1.527 -1.036 -3.247
H 0.881 -0.281 -4.689
H 0.200 -1.838 -4.133
H -0.388 1.820 -3.786
H -1.434 0.708 -4.645
H -1.914 1.375 -3.036
H 0.776 -2.443 0.381
H 1.093 -0.216 0.704
H 1.489 0.150 -1.019
H 3.683 -0.670 -0.785
H 3.291 -1.559 0.739
H 3.341 0.198 0.687
C 0.158 3.471 2.423
C 0.843 2.149 2.729
O 2.232 2.147 2.453
C 3.010 3.074 3.179
C 2.969 2.870 4.685
H 0.367 3.777 1.397
H -0.920 3.372 2.548
H 0.498 4.270 3.085
H 0.416 1.370 2.099
H 0.658 1.848 3.767
H 2.725 4.102 2.923
H 4.032 2.936 2.823
H 1.980 3.075 5.097
H 3.678 3.540 5.174
H 3.228 1.840 4.936

E_HOMO = -0.1548 hartree
DFT total energy = -38123.3086 eV
charge = -1

Here are the Löwdin charges for atoms 1 to 6, given in e: atom 1 (C): -0.10, atom 2 (C): -0.28, atom 3 (N): -0.09, atom 4 (N): -0.01, atom 5 (C): -0.39, atom 6 (N): 0.12

---

(4)
Density functional theory data (ωB97M-V/def2-TZVPD) for a cluster of 5 separate species, C14H29ClNO19S5 in total in a non-equilibrium geometry.

CARTESIAN COORDINATES (ANGSTROEM)
O -3.719 1.992 6.001
S -3.684 2.027 4.567
O -3.228 3.240 3.961
O -5.190 1.760 4.088
C -2.800 0.593 4.019
C -2.250 0.576 2.589
C -1.181 1.608 2.208
N -0.464 1.126 1.066
C -0.216 2.167 0.098
C -1.396 2.309 -0.898
C -1.914 0.925 -1.254
Cl -2.952 1.010 -2.783
H -5.278 2.041 3.165
H -2.035 0.433 4.779
H -3.529 -0.217 4.113
H -3.059 0.629 1.853
H -1.769 -0.400 2.468
H -1.701 2.555 1.969
H -0.537 1.830 3.100
H 0.701 1.914 -0.455
H -0.059 3.151 0.588
H -1.148 2.874 -1.802
H -2.207 2.835 -0.380
H -2.585 0.528 -0.505
H -1.114 0.216 -1.444
C 4.377 2.009 1.878
C 5.552 1.883 0.929
O 5.169 0.836 0.034
S 3.567 0.864 -0.179
O 3.287 1.558 -1.382
O 3.074 -0.441 0.070
O 3.227 1.817 1.051
H 4.382 1.223 2.631
H 4.322 2.986 2.355
H 6.477 1.614 1.432
H 5.698 2.798 0.349
C 0.564 -0.739 -6.049
C 0.710 -1.708 -4.896
O 2.046 -1.480 -4.414
S 2.412 0.067 -4.574
O 2.151 0.745 -3.360
O 3.669 0.155 -5.234
O 1.244 0.441 -5.606
H 1.059 -1.114 -6.949
H -0.472 -0.503 -6.268
H 0.597 -2.746 -5.198
H 0.017 -1.484 -4.090
C 2.508 -2.136 5.022
C 3.559 -1.611 5.980
O 4.805 -1.949 5.350
S 4.636 -1.874 3.757
O 5.092 -0.611 3.295
O 5.127 -3.082 3.202
O 3.049 -1.857 3.728
H 2.377 -3.215 5.120
H 1.548 -1.640 5.129
H 3.509 -2.070 6.963
H 3.504 -0.525 6.078
C -5.527 -2.468 -4.800
C -5.113 -1.904 -3.454
O -3.825 -2.492 -3.225
S -3.052 -2.669 -4.597
O -2.186 -1.565 -4.802
O -2.571 -4.003 -4.675
O -4.313 -2.485 -5.565
H -5.895 -3.492 -4.712
H -6.268 -1.856 -5.307
H -5.789 -2.181 -2.651
H -4.995 -0.819 -3.477

E_HOMO = -0.0712 hartree
DFT total energy = -122074.7935 eV
charge = -1

Here are the Löwdin charges for atoms 1 to 6, given in e: atom 1 (O): -0.30, atom 2 (S): 0.57, atom 3 (O): -0.28, atom 4 (O): -0.17, atom 5 (C): -0.26, atom 6 (C): -0.24

---

(5)
Density functional theory data (ωB97M-V/def2-TZVPD) for a cluster of 3 separate species, C14H29N3O6 in total.

CARTESIAN COORDINATES (ANGSTROEM)
C 2.253 -1.102 -0.495
O 2.215 -0.028 -1.411
C 1.032 0.068 -2.170
C -0.203 -0.010 -1.330
C -1.066 -1.009 -1.146
N -1.181 -2.275 -1.709
C -2.107 -0.534 -0.172
O -3.142 -1.025 0.132
O -1.698 0.698 0.313
C -0.657 1.130 -0.497
O -0.274 2.253 -0.474
H 1.655 -0.904 0.400
H 3.290 -1.225 -0.187
H 1.909 -2.041 -0.954
H 1.071 1.046 -2.653
H 1.013 -0.705 -2.951
H -0.821 -3.020 -1.125
H -0.778 -2.328 -2.635
C -5.598 -0.001 -1.665
C -4.760 1.178 -2.144
C -5.322 2.546 -1.743
O -6.444 2.963 -2.498
C -7.696 2.494 -2.042
N -4.529 1.059 -3.586
H -6.507 -0.115 -2.257
H -5.029 -0.925 -1.753
H -5.880 0.120 -0.618
H -3.780 1.109 -1.657
H -4.552 3.301 -1.922
H -5.562 2.562 -0.672
H -7.723 2.441 -0.949
H -7.942 1.509 -2.446
H -8.450 3.205 -2.379
H -3.877 1.776 -3.888
H -5.399 1.273 -4.066
C 7.133 -0.966 4.014
C 6.249 0.065 3.323
C 4.747 -0.210 3.459
O 4.263 -1.259 2.641
C 4.406 -2.564 3.164
N 6.679 0.208 1.932
H 7.176 -1.896 3.445
H 8.151 -0.588 4.093
H 6.769 -1.194 5.017
H 6.419 1.031 3.811
H 4.203 0.681 3.138
H 4.482 -0.403 4.507
H 4.282 -2.569 4.252
H 5.375 -3.006 2.919
H 3.624 -3.180 2.721
H 6.190 0.982 1.494
H 6.389 -0.619 1.418

E_HOMO = -0.3339 hartree
DFT total energy = -31741.9359 eV

Here are the Löwdin charges for atoms 1 to 6, given in e: atom 1 (C): -0.09, atom 2 (O): -0.15, atom 3 (C): -0.15, atom 4 (C): -0.06, atom 5 (C): -0.17, atom 6 (N): 0.14

---

(6)
Density functional theory data (ωB97M-V/def2-TZVPD) for a structure of composition C14H29N4O4ReS4 in a non-equilibrium geometry.

CARTESIAN COORDINATES (ANGSTROEM)
Re -13.389 -11.115 -1.970
C -17.574 -12.414 -2.526
C -16.180 -11.780 -2.563
N -15.198 -12.055 -1.736
O -15.406 -13.061 -0.778
C -15.935 -10.664 -3.428
C -16.764 -10.143 -4.557
N -14.706 -10.289 -3.340
O -14.235 -9.399 -4.107
H -17.420 -13.452 -2.354
H -18.071 -12.276 -3.479
H -18.200 -12.029 -1.760
H -15.086 -13.865 -1.284
H -17.728 -10.635 -4.621
H -16.212 -10.199 -5.503
H -16.899 -9.088 -4.265
S -12.300 -12.779 -3.497
C -12.687 -12.497 -5.131
N -12.551 -13.506 -6.012
C -12.871 -12.988 -7.384
C -13.007 -11.447 -7.162
N -13.095 -11.385 -5.691
H -12.108 -14.272 -5.640
H -13.764 -13.421 -7.745
H -12.060 -13.146 -8.079
H -13.933 -11.065 -7.532
H -12.231 -10.802 -7.670
H -13.286 -10.517 -5.153
C -10.411 -8.216 -0.121
C -10.294 -8.068 -1.681
S -11.758 -8.467 -2.505
O -11.712 -9.989 -2.255
C -11.244 -8.239 -4.311
C -10.997 -6.740 -4.684
H -9.366 -8.488 0.209
H -11.178 -8.927 0.108
H -10.571 -7.261 0.401
H -9.552 -8.852 -1.940
H -9.989 -7.036 -1.924
H -12.124 -8.614 -4.898
H -10.397 -8.899 -4.455
H -11.492 -6.041 -4.034
H -11.358 -6.499 -5.661
H -9.974 -6.473 -4.607
S -14.492 -9.087 0.595
C -13.978 -9.865 -0.617
C -13.055 -12.677 1.910
S -11.929 -11.991 0.709
C -10.462 -13.169 1.019
O -12.375 -12.453 -0.708
H -12.590 -12.350 2.864
H -13.107 -13.710 1.678
H -14.038 -12.252 1.814
H -9.882 -12.783 1.836
H -9.948 -13.151 0.073
H -10.854 -14.135 1.301

E_HOMO (spin up / spin down) = -0.5180 / -0.5165 hartree
2S+1 = 3
DFT total energy = -74592.1321 eV
charge = +2

Here are the Löwdin charges for atoms 1 to 6, given in e: atom 1 (Re): 1.25, atom 2 (C): 0.05, atom 3 (C): -0.19, atom 4 (N): -0.20, atom 5 (O): -0.02, atom 6 (C): -0.27

---

(7)
Density functional theory data (ωB97M-V/def2-TZVPD) for a structure of composition C14H30BNO7PS2V in a non-equilibrium geometry.

CARTESIAN COORDINATES (ANGSTROEM)
C 2.888 -0.528 3.757
C 3.822 -0.254 2.397
C 4.043 1.352 2.159
C 3.323 -1.094 1.082
P 2.318 -0.095 -0.195
C 0.752 -1.203 -0.238
C -0.423 -0.455 0.688
C -1.847 -1.152 0.245
S -3.006 -1.297 1.710
C -4.104 0.264 1.811
S -3.599 1.410 3.005
N -5.333 0.490 0.957
C -5.443 -0.505 -0.184
C -6.830 -0.166 -1.046
O -7.619 0.896 -0.354
C -6.808 2.118 -0.487
C -5.463 1.924 0.484
O 2.928 -1.210 -1.437
C 2.613 -0.866 -2.841
C 1.733 0.555 -2.827
B 2.393 1.851 -3.599
O 1.875 3.231 -3.389
O 3.531 1.706 -4.571
O 1.577 0.969 -1.409
H 3.224 -1.512 4.300
H 3.121 0.373 4.488
H 1.740 -0.484 3.530
H 4.894 -0.695 2.685
H 3.017 1.900 2.354
H 4.773 1.720 3.027
H 4.558 1.643 1.150
H 4.269 -1.627 0.626
H 2.609 -1.958 1.492
H 1.699 0.850 0.735
H 3.495 0.683 -0.493
H 0.907 -2.288 0.171
H 0.286 -1.299 -1.309
H -0.448 0.666 0.279
H -0.178 -0.523 1.831
H -1.633 -2.226 -0.229
H -2.340 -0.527 -0.642
H -4.549 -0.385 -0.964
H -5.469 -1.628 0.180
H -6.583 0.122 -2.166
H -7.463 -1.156 -1.051
H -7.427 3.022 -0.068
H -6.456 2.354 -1.582
H -4.546 2.212 -0.222
H -5.590 2.702 1.357
H 1.948 -1.717 -3.345
H 3.514 -0.803 -3.620
H 0.594 0.383 -3.138
H 2.464 3.680 -2.687
H 4.307 2.181 -4.149
O 4.740 -3.792 1.578
V 5.981 -4.535 0.581
O 7.222 -5.278 -0.416

E_HOMO = -0.2925 hartree
DFT total energy = -88133.7789 eV

Here are the Löwdin charges for atoms 1 to 6, given in e: atom 1 (C): -0.10, atom 2 (C): -0.39, atom 3 (C): -0.15, atom 4 (C): -0.23, atom 5 (P): 0.64, atom 6 (C): -0.21

---

(8)
Density functional theory data (ωB97M-V/def2-TZVPD) for a structure of composition C14H30Br12N2O4 in a non-equilibrium geometry.

CARTESIAN COORDINATES (ANGSTROEM)
Br -1.545 2.120 1.714
C -0.261 3.512 2.187
C -0.821 4.912 1.917
Br 0.675 6.205 1.712
H 0.679 3.529 1.641
H -0.122 3.486 3.264
H -1.434 5.374 2.683
H -1.334 4.966 0.959
Br -2.109 -2.052 4.281
C -2.977 -0.327 4.013
C -3.884 -0.221 2.796
Br -5.187 -1.730 2.837
H -2.197 0.426 4.059
H -3.603 -0.266 4.902
H -3.305 -0.497 1.918
H -4.456 0.698 2.823
Br 1.461 -2.501 4.133
C 1.598 -2.173 2.211
C 2.997 -2.512 1.771
Br 3.148 -4.436 1.504
H 1.433 -1.107 2.073
H 0.871 -2.769 1.672
H 3.807 -2.133 2.397
H 3.285 -1.947 0.877
Br -1.731 -6.353 2.166
C -2.335 -4.495 2.422
C -1.732 -3.384 1.636
Br -1.795 -3.730 -0.282
H -2.167 -4.298 3.480
H -3.410 -4.493 2.242
H -0.681 -3.317 1.921
H -2.192 -2.421 1.839
Br 4.301 -3.485 -1.520
C 2.762 -2.697 -2.460
C 1.469 -3.429 -2.143
Br 0.191 -3.218 -3.588
H 2.995 -2.709 -3.525
H 2.750 -1.616 -2.332
H 1.020 -3.176 -1.189
H 1.713 -4.489 -2.136
Br -1.257 0.225 -5.510
C 0.298 1.316 -5.946
C 0.907 1.988 -4.697
Br 1.414 0.605 -3.388
H 0.027 2.146 -6.599
H 1.092 0.772 -6.450
H 0.231 2.721 -4.266
H 1.838 2.495 -4.940
C -0.142 1.325 -0.628
N 0.015 0.022 0.036
O -0.680 -0.230 0.995
O 0.940 -0.701 -0.302
H -0.855 1.269 -1.447
H 0.788 1.638 -1.084
H -0.399 2.022 0.162
C 1.270 4.814 -1.852
N 0.957 3.380 -1.851
O 1.510 2.666 -1.035
O 0.106 2.942 -2.601
H 1.565 5.040 -2.873
H 2.067 4.899 -1.120
H 0.431 5.395 -1.480

E_HOMO = -0.3363 hartree
DFT total energy = -866674.0931 eV

Here are the Löwdin charges for atoms 1 to 6, given in e: atom 1 (Br): 0.95, atom 2 (C): -0.59, atom 3 (C): -0.63, atom 4 (Br): 0.60, atom 5 (H): 0.04, atom 6 (H): 0.06